The following is a DFT calculation (the ωB97M-V functional and the def2-TZVPD basis) of the molecule C4H15ClNO2P3S.

Each line ends with the natural charge from an NBO analysis.
Positions of all 27 atoms, in Å:
C1 3.26177 1.11953 0.09348  -0.646
C2 2.67163 -0.33010 0.66120  -0.426
C3 1.88624 -1.18645 -0.52374  -0.422
C4 0.41940 -0.57749 -0.92789  -0.743
P1 -0.75546 -0.24202 0.53905  0.575
Cl1 -0.19948 -2.00074 1.59027  -0.386
P2 -2.79407 -1.12552 0.37306  0.955
N1 -3.57166 -1.00768 1.79584  -1.255
P3 -1.56638 1.51363 -0.55637  1.306
O1 -1.81277 0.99129 -2.22464  -0.962
O2 -3.14995 1.99667 0.02653  -0.975
S1 -0.40538 3.08237 -0.44340  -0.544
H1 3.47100 1.05367 -1.07147  0.211
H2 4.28783 1.35225 0.62705  0.223
H3 2.45632 1.94002 0.33457  0.232
H4 3.63353 -0.97288 0.95112  0.221
H5 2.03674 -0.18900 1.63562  0.211
H6 2.57257 -1.06699 -1.49391  0.226
H7 1.87871 -2.36042 -0.31087  0.237
H8 -0.05660 -1.28717 -1.75995  0.270
H9 0.62571 0.47149 -1.45282  0.288
H10 -0.48324 0.61824 1.67442  0.086
H11 -3.57174 -0.48019 -0.68334  -0.013
H12 -2.57441 -2.50184 -0.04238  -0.020
H13 -2.92385 -0.49290 2.45812  0.361
H14 -2.05891 0.01052 -2.24585  0.482
H15 -3.27756 1.67168 0.97632  0.506

* SMILES: CCCC[PH](Cl)([PH2]=N)P(O)(O)=S
* E_HOMO: -8.9 eV

---

The following is a DFT calculation (the ωB97M-V functional and the def2-TZVPD basis) of a structure of composition C4H15ClNO5V.

Each line ends with the natural charge from an NBO analysis.
Positions of all 27 atoms, in Å:
V1 -0.77195 -2.06639 -3.78760  1.794
Cl1 -0.89836 -0.58615 -1.47951  -0.760
C1 -0.99980 2.68263 0.52853  -0.286
O1 -1.87345 2.37303 -0.55346  -0.497
H1 -0.18384 1.96930 0.64464  0.185
H2 -0.62075 3.69587 0.39526  0.254
H3 -1.53330 2.69167 1.47900  0.228
H4 -1.56401 1.59201 -1.01807  0.487
C2 1.04646 -2.90576 1.12739  -0.250
O2 0.99755 -1.52465 1.42115  -0.714
H5 1.90057 -2.95500 0.45198  0.161
H6 1.30066 -3.51744 1.99303  0.225
H7 0.19449 -3.22057 0.52478  0.139
H8 0.59089 -1.09449 0.66538  0.444
C3 -3.15383 -0.26503 1.47049  -0.279
O3 -3.42827 -1.15921 0.39080  -0.377
H9 -2.32230 -0.65491 2.05756  0.267
H10 -2.83546 0.67312 1.01592  0.243
H11 -4.07649 -0.13722 2.03658  0.253
H12 -2.60642 -1.15941 -0.10535  0.487
C4 2.66323 0.40607 -0.83391  -0.482
N1 3.36424 1.26453 -1.88662  0.527
O4 3.34062 2.45359 -1.79355  -0.329
O5 3.92928 0.66379 -2.79713  -0.397
H13 3.39956 -0.17993 -0.28388  0.264
H14 1.98090 -0.21767 -1.41140  0.188
H15 2.15973 1.17817 -0.25214  0.224

* charge: +2
* E_HOMO (alpha / beta): -15.8 / -15.8 eV
* spin multiplicity: 5

---

The following is a DFT calculation (the ωB97M-V functional and the def2-TZVPD basis) of a structure of composition C4H15HgN2O.

Each line ends with the natural charge from an NBO analysis.
Positions of all 23 atoms, in Å:
C1 -2.88757 -1.04030 -1.06543  -1.086
Hg1 1.40615 -0.89006 -0.97966  -0.009
N1 3.24922 1.29937 -1.33855  -1.089
H1 -4.54824 -1.73145 -0.74734  -0.581
H2 -3.79602 -1.16849 -0.52410  0.184
H3 -2.21785 -0.73415 -0.24384  0.142
H4 -2.56284 -1.96075 -1.53556  0.202
H5 -2.97238 -0.22048 -1.78437  0.176
H6 4.22212 1.06474 -1.05701  0.352
H7 2.83255 1.87269 -0.59007  0.386
H8 3.34478 1.91516 -2.16062  0.347
C2 3.31493 1.96167 3.37915  -0.406
N2 1.89094 1.63851 3.29003  -0.440
C3 1.15633 1.71435 4.53510  -0.404
C4 1.25519 1.23953 2.16927  0.536
O1 1.74470 1.06212 1.03496  -0.660
H9 3.42990 2.26586 4.42721  0.191
H10 3.62812 2.80636 2.73387  0.210
H11 4.00353 1.10898 3.21036  0.211
H12 0.31345 2.40398 4.46672  0.206
H13 0.79604 0.72428 4.83010  0.205
H14 1.85251 2.07218 5.28695  0.199
H15 0.18865 1.05101 2.33141  0.130

* charge: -1
* relative energy (zero: lowest compared OMol25 entry of this formula, charge and spin): 0.000 eV
* E_HOMO: 0.1 eV

---

The following is a DFT calculation (the ωB97M-V functional and the def2-TZVPD basis) of a cluster of 2 separate species, C4H15N2O in total.

Each line ends with the natural charge from an NBO analysis.
Positions of all 22 atoms, in Å:
C1 1.42540 0.74792 -0.17952  -0.264
N1 0.46035 1.30565 -1.15786  -0.666
C2 -0.30437 2.44528 -0.60178  -0.492
C3 0.84700 -0.51411 0.51214  -0.307
N2 -0.46926 -0.89778 -0.06965  -0.652
C4 -0.35718 -1.84903 -1.17720  -0.464
H1 2.32473 0.45988 -0.71239  0.199
H2 1.64232 1.54992 0.52424  0.197
H3 0.96571 1.68301 -1.95131  0.371
H4 0.37040 3.25144 -0.28069  0.175
H5 -0.86463 2.87676 -1.42466  0.203
H6 -0.94908 2.08941 0.20259  0.167
H7 1.52067 -1.31128 0.21900  0.199
H8 0.79754 -0.43688 1.58378  0.235
H9 -0.84718 -0.04230 -0.45185  0.427
H10 -1.10256 -1.27973 0.63304  0.434
H11 0.32359 -1.53418 -1.96823  0.221
H12 -0.05406 -2.84422 -0.86080  0.223
H13 -1.32953 -1.93070 -1.67371  0.219
H14 -1.22085 -0.50243 2.91932  0.322
H15 -1.91454 -1.82149 3.26518  0.459
O1 -1.26447 -1.44515 2.65036  -1.207

* relative energy (zero: lowest compared OMol25 entry of this formula, charge and spin): 2.108 eV
* E_HOMO (alpha / beta): -2.6 / -10.0 eV
* spin multiplicity: 2

---

The following is a DFT calculation (the ωB97M-V functional and the def2-TZVPD basis) of a cluster of 2 separate species, C4H15N2O in total.

Each line ends with the natural charge from an NBO analysis.
Positions of all 22 atoms, in Å:
N1 2.21511 -0.03397 -0.76331  -0.704
C1 1.46492 1.16455 -0.26409  -0.233
C2 0.76890 0.75362 1.04301  -0.238
N2 -0.39081 -0.10101 0.89370  -0.674
C3 -1.50518 0.62216 0.23075  -0.222
C4 -2.72904 -0.29433 0.08475  -0.617
H1 2.60101 -0.00439 -1.71415  0.442
H2 2.97793 -0.26741 -0.13266  0.430
H3 1.57866 -0.88967 -0.84701  0.478
H4 0.81327 1.53551 -1.04887  0.235
H5 2.18742 1.93737 -0.02181  0.234
H6 1.53159 0.26488 1.66029  0.209
H7 0.53313 1.68927 1.57592  0.208
H8 -0.62404 -0.59548 1.74852  0.396
H9 -1.78116 1.51139 0.80556  0.191
H10 -1.12622 0.92300 -0.73782  0.184
H11 -2.68196 -1.00036 -0.74337  0.217
H12 -3.69916 0.18775 0.10684  0.242
H13 -2.67787 -0.89252 1.00699  0.202
H14 0.02477 -1.63462 -0.39572  0.503
H15 0.01704 -2.84309 -1.30951  0.514
O1 0.50170 -2.03265 -1.17802  -0.995

* charge: +1
* relative energy (zero: lowest compared OMol25 entry of this formula, charge and spin): 0.887 eV
* E_HOMO: -13.5 eV

---

The following is a DFT calculation (the ωB97M-V functional and the def2-TZVPD basis) of a cluster of 2 separate species, C4H15N2O in total.

Each line ends with the natural charge from an NBO analysis.
Positions of all 22 atoms, in Å:
C1 0.47438 1.25535 0.75944  -0.253
N1 1.61197 0.93260 1.64819  -0.778
C2 0.11910 0.21250 -0.27045  -0.056
N2 -1.20034 0.62554 -0.92919  -0.500
C3 -2.07485 -0.52763 -1.32919  -0.416
C4 1.09690 0.05233 -1.42186  -0.655
H1 0.74215 2.20769 0.29475  0.209
H2 -0.38717 1.35066 1.42682  0.194
H3 2.16634 0.20369 1.20668  0.355
H4 1.24015 0.44395 2.44955  0.363
H5 -0.02945 -0.78093 0.14748  0.245
H6 -0.99834 1.24624 -1.71515  0.433
H7 -1.81843 1.20693 -0.35782  0.433
H8 -2.89055 -0.15868 -1.94811  0.240
H9 -2.39467 -1.02716 -0.42369  0.236
H10 -1.51230 -1.17723 -1.99669  0.234
H11 2.09362 -0.17181 -1.03751  0.256
H12 1.25812 0.88575 -2.10557  0.230
H13 0.80565 -0.79627 -2.04573  0.225
H14 0.23692 -1.53039 3.09176  0.480
H15 0.68956 -2.70793 2.23740  0.489
O1 0.77125 -1.74520 2.31887  -0.964

* charge: +1
* relative energy (zero: lowest compared OMol25 entry of this formula, charge and spin): 1.378 eV
* E_HOMO: -13.1 eV